The following is a quantum chemistry calculation of a cluster of 3 separate species, C39H52F3N3O4S2 in total, from the OMol25 dataset.

HOMO energy (alpha / beta): -0.29946 / -0.29946 Ha
<S²>: 2.0096
Orbital gap (alpha / beta): 6.7249 / 6.7242 eV
Maximum force: 0.1611 Eh/bohr
Molecular weight: 748.0 g mol⁻¹
Spin multiplicity: 3

Structure (XYZ):
```
103
Properties=species:S:1:pos:R:3:lowdin_charge:R:1
S -0.13 0.97 -3.31 0.833
S -1.70 0.96 0.06 0.838
F -3.59 2.36 -1.28 0.018
F -2.90 3.24 0.91 0.009
F -4.31 1.25 0.84 0.028
O -1.35 0.47 1.53 -0.373
O -1.84 -0.33 -0.78 -0.355
O 4.13 0.95 4.16 -0.037
O -6.23 -4.47 -1.27 -0.029
N 3.32 -0.16 4.44 -0.023
N -6.94 -3.27 -1.48 -0.024
N 2.25 3.20 -3.73 -0.001
C 6.00 2.24 -2.37 -0.012
C -4.75 -2.16 -0.82 -0.040
C 1.87 -0.99 -4.66 -0.064
C 2.61 1.81 -4.22 -0.112
C 6.47 2.25 -3.97 -0.115
C 0.74 0.87 5.52 -0.188
C -6.61 -2.40 0.88 -0.139
C 1.65 3.20 -2.34 -0.140
C 1.54 0.53 -4.13 -0.368
C 1.31 -1.39 3.53 -0.043
C 8.06 1.93 -4.38 -0.140
C 0.27 3.13 0.72 -0.023
C 5.29 2.57 -5.07 -0.176
C 4.46 -0.11 -5.40 -0.008
C 2.09 -0.05 3.57 -0.466
C 8.70 1.59 -1.67 -0.076
C 2.16 4.24 -1.16 0.010
C -3.26 2.02 0.13 -0.283
C 3.35 -1.31 -5.31 -0.066
C -0.30 2.09 -0.45 -0.227
C 1.97 0.77 6.41 -0.143
C -9.24 -2.53 -2.04 -0.036
C 9.20 1.60 -3.24 -0.042
C -6.30 -2.21 -0.63 -0.471
C 2.79 -1.68 6.33 -0.035
C 7.13 1.88 -1.20 -0.055
C -8.11 -2.46 1.14 -0.192
C 3.09 -0.20 5.92 -0.458
C -8.89 -4.94 -1.77 -0.056
C 8.39 1.94 -6.02 -0.123
C 1.49 4.18 0.35 -0.041
C -8.39 -3.55 -1.22 -0.459
C -8.77 -3.54 0.29 -0.144
C 2.45 0.21 2.08 -0.037
C 0.42 2.17 -1.92 -0.312
C -6.76 -0.79 -1.05 -0.047
C 4.10 1.44 -4.88 -0.084
C 1.13 1.06 4.06 -0.145
C 4.36 0.16 6.77 -0.057
H 1.55 0.16 1.44 0.070
H 2.51 -2.32 5.50 0.056
H -8.50 -4.51 0.74 0.120
H 5.23 -0.43 6.46 0.086
H 0.22 1.08 3.45 0.097
H 3.15 -0.55 1.70 0.088
H 1.65 0.50 7.43 0.119
H -4.49 -2.05 -1.89 0.092
H 0.47 -1.33 2.82 0.083
H 5.55 -0.34 -5.84 0.097
H -8.49 -5.78 -1.19 0.073
H -8.58 -1.49 0.95 0.105
H 10.31 1.36 -3.54 0.088
H -9.62 -2.97 -2.97 0.078
H 9.54 1.84 -6.24 0.082
H 7.95 2.89 -6.56 0.077
H 4.93 3.68 -4.87 0.107
H -6.14 -3.31 1.26 0.125
H -8.28 -2.68 2.20 0.114
H -4.24 -3.05 -0.44 0.082
H 3.02 3.89 -3.84 0.106
H 2.00 -1.74 7.09 0.086
H -10.11 -2.17 -1.47 0.086
H 5.65 2.52 -6.19 0.108
H 0.11 -0.01 5.65 0.108
H -7.82 -0.60 -0.84 0.063
H 4.62 1.22 6.71 0.072
H 1.85 4.89 1.24 0.102
H -9.86 -3.46 0.41 0.118
H 0.85 -1.66 4.49 0.064
H 7.82 0.98 -6.44 0.079
H -0.22 3.07 1.81 0.110
H -6.58 -0.62 -2.12 0.092
H 9.49 1.36 -0.81 0.083
H -9.98 -5.01 -1.71 0.087
H -4.32 -1.30 -0.30 0.058
H 0.13 1.73 5.85 0.115
H 6.77 1.86 -0.08 0.079
H 4.19 -0.06 7.84 0.087
H 3.56 -2.41 -5.68 0.089
H 3.00 5.05 -1.31 0.097
H -8.61 -5.08 -2.82 0.086
H 3.68 -2.17 6.75 0.078
H 1.95 -2.22 3.21 0.092
H 1.59 2.05 3.94 0.120
H -6.18 -1.58 1.46 0.122
H 4.87 2.49 -2.07 0.083
H 2.39 1.79 6.49 0.119
H -6.21 -0.02 -0.50 0.073
H 1.02 -1.81 -4.56 0.104
H 2.89 1.20 1.91 0.069
H -8.69 -1.66 -2.38 0.055
```



The following is a quantum chemistry calculation of a cluster of 5 separate species, C39H52FNO9P in total, from the OMol25 dataset.

Charge: -1
HOMO energy: -0.18383 Ha
Energy above the lowest of the compared OMol25 structures with the same formula, charge and spin: 127.0 kcal/mol
Orbital gap: 7.2015 eV
Maximum force: 0.1422 Eh/bohr
Molecular weight: 728.8 g mol⁻¹
Spin multiplicity: 1

Structure (XYZ):
```
103
Properties=species:S:1:pos:R:3:lowdin_charge:R:1
P 4.44 -2.09 0.18 0.715
F 2.04 2.07 -3.37 0.003
O 5.52 -2.44 -0.87 -0.359
O 0.37 -0.34 -2.03 -0.068
O 5.19 -1.18 1.41 -0.239
O 1.24 3.21 -1.52 0.054
O 4.00 -3.60 0.90 -0.266
O -0.88 1.58 -1.96 -0.156
O 2.01 3.80 0.56 0.063
O -0.01 2.71 0.61 -0.006
O -3.57 -2.91 0.05 -0.119
N -0.80 -0.43 0.94 -0.073
C -8.43 -1.60 3.77 -0.100
C 4.25 -0.45 2.24 -0.282
C 3.45 -0.12 -1.78 -0.166
C -6.39 -1.17 2.56 -0.090
C 1.34 5.39 -5.45 -0.083
C 2.29 4.72 -4.69 -0.079
C 2.28 4.80 4.04 -0.087
C -4.34 -3.72 -2.92 -0.086
C 4.43 3.69 5.41 -0.108
C 3.16 -1.35 3.01 -0.089
C -6.45 -2.89 4.24 -0.095
C 3.61 4.65 -5.13 -0.088
C -5.75 -2.17 3.28 -0.097
C -2.36 -2.12 -0.15 -0.360
C 2.58 -3.88 0.75 -0.316
C -1.80 -1.49 1.24 -0.183
C -7.79 -2.61 4.49 -0.102
C 1.71 5.99 -6.66 -0.108
C 2.95 1.31 -1.24 -0.084
C -0.81 0.68 1.95 -0.158
C 4.34 3.55 4.03 -0.096
C -4.80 -2.32 -4.82 -0.094
C -7.73 -0.89 2.80 -0.093
C 3.26 4.11 3.34 -0.090
C 2.19 -5.11 1.75 -0.087
C -5.50 -4.63 -4.83 -0.114
C 0.37 0.94 -1.97 -0.459
C 1.66 1.89 -1.97 -0.299
C 0.41 1.67 1.52 -0.145
C 3.01 -1.23 -0.69 -0.231
C -5.42 -3.39 -5.46 -0.111
C 3.98 5.26 -6.33 -0.108
C -4.26 -2.48 -3.55 -0.076
C 3.46 4.39 6.11 -0.111
C 2.38 4.95 5.42 -0.103
C -1.26 -2.99 -0.94 -0.054
C 3.03 5.92 -7.09 -0.116
C 1.07 3.26 -0.11 -0.363
C -4.95 -4.79 -3.56 -0.097
H 5.01 5.21 -6.67 0.093
H 5.10 3.00 3.49 0.096
H -8.33 -3.16 5.24 0.098
H 1.25 -5.66 1.39 0.077
H 1.62 5.50 5.97 0.096
H -3.78 -1.65 -3.05 0.104
H 0.96 6.51 -7.25 0.094
H 4.60 -0.14 -1.90 0.117
H -4.73 -1.36 -5.32 0.100
H 2.01 4.25 -3.76 0.081
H -8.23 -0.11 2.24 0.101
H 2.31 -0.82 0.13 0.060
H 3.19 4.00 2.27 0.072
H -2.64 -1.22 -0.81 0.146
H 0.12 -0.92 0.96 0.079
H -1.51 -2.97 -2.07 0.085
H 2.00 -4.68 2.81 0.076
H -0.46 0.20 2.95 0.119
H 0.86 2.09 2.49 0.130
H -1.22 -4.09 -0.58 0.087
H 1.44 5.23 3.51 0.105
H 4.36 4.13 -4.53 0.101
H -1.81 1.22 2.05 0.134
H -5.98 -5.46 -5.32 0.092
H -5.01 -5.76 -3.06 0.096
H 3.71 0.40 1.70 0.098
H -5.84 -0.60 1.82 0.104
H 3.05 -5.86 1.77 0.079
H -4.07 -2.59 0.85 0.070
H 0.31 5.44 -5.11 0.104
H 3.53 4.50 7.18 0.094
H 5.27 3.25 5.95 0.095
H 3.31 6.38 -8.03 0.092
H 2.94 -0.33 -2.79 0.125
H -3.91 -3.85 -1.93 0.073
H 2.40 -4.26 -0.32 0.130
H -9.47 -1.38 3.96 0.098
H 4.89 0.07 3.07 0.125
H 2.90 -0.81 4.00 0.091
H 2.39 -2.02 -1.25 0.108
H -5.84 -3.26 -6.45 0.093
H 3.81 2.05 -1.45 0.142
H -4.70 -2.39 3.09 0.089
H 1.89 -3.02 1.05 0.087
H 3.55 -2.41 3.19 0.088
H -2.69 -1.09 1.86 0.112
H 2.19 -1.32 2.39 0.054
H -5.95 -3.68 4.80 0.100
H -1.35 -2.39 1.82 0.128
H -0.24 -2.49 -0.82 0.052
H 1.21 0.96 1.09 0.103
H 2.87 1.24 -0.10 0.084
```



The following is a quantum chemistry calculation of a cluster of 2 separate species, C39H52N2O4 in total, from the OMol25 dataset.

HOMO energy: -0.17258 Ha
Energy above the lowest of the compared OMol25 structures with the same formula, charge and spin: 42.9 kcal/mol
Orbital gap: 1.2661 eV
Maximum force: 0.0641 Eh/bohr
Molecular weight: 612.9 g mol⁻¹
Spin multiplicity: 1

Structure (XYZ):
```
97
Properties=species:S:1:pos:R:3:lowdin_charge:R:1
O -2.75 -0.59 1.35 -0.006
O 7.69 -2.55 -0.83 0.081
O -3.40 0.76 -0.32 -0.047
O -3.21 2.75 3.86 -0.051
N 4.53 -2.91 -2.35 0.068
N 6.61 -3.77 -2.48 -0.013
C -0.28 1.10 4.53 -0.199
C 6.95 0.09 -5.55 -0.082
C 0.13 3.34 3.32 -0.204
C -1.23 0.18 3.74 -0.203
C 5.51 -4.98 -5.31 -0.160
C -3.28 -0.04 -2.57 -0.081
C 5.39 -3.61 -4.63 -0.088
C -3.15 3.60 0.24 -0.204
C 1.09 -2.87 -3.72 0.062
C 7.83 -0.11 -4.47 -0.067
C 5.40 -0.70 -1.60 -0.068
C -4.11 2.86 1.18 -0.175
C 5.94 -0.42 -2.98 -0.227
C 4.80 -5.37 -2.95 -0.081
C -3.47 1.67 1.82 -0.140
C -1.46 -4.61 -6.69 -0.042
C 0.41 3.78 1.87 -0.221
C 5.31 -3.91 -3.11 -0.333
C 5.15 -6.07 -4.27 -0.166
C 7.78 -4.49 -2.90 0.012
C -3.04 -0.38 -1.12 -0.253
C 7.32 -0.36 -3.20 -0.030
C -1.93 4.19 0.96 -0.204
C 0.64 -4.61 -5.48 -0.009
C -3.17 1.68 3.22 -0.409
C 2.42 -3.25 -3.50 -0.055
C -1.05 -2.93 -4.99 0.000
C 5.32 -2.20 -1.35 -0.152
C 6.69 -2.84 -1.48 -0.392
C -0.19 -5.16 -6.45 -0.061
C -2.72 0.43 3.96 -0.136
C -0.69 3.30 0.91 -0.215
C 5.57 0.04 -5.33 -0.080
C 3.23 -2.63 -2.55 0.014
C -1.88 -3.49 -5.96 -0.049
C 0.24 -3.47 -4.72 -0.200
C -3.18 0.51 0.99 -0.492
C 0.66 1.93 3.63 -0.215
C 5.07 -0.20 -4.05 -0.054
H -2.20 4.40 2.01 0.110
H 6.01 -6.74 -4.13 0.108
H -2.99 -0.90 -3.18 0.042
H 0.34 0.46 5.16 0.094
H -2.11 -5.05 -7.45 0.116
H -2.68 0.82 -2.89 0.078
H 4.93 -2.42 -0.34 0.182
H 6.08 -0.29 -0.84 0.142
H 0.14 -6.03 -7.02 0.113
H -1.05 0.24 2.65 0.090
H 4.32 -6.68 -4.62 0.110
H -0.96 3.38 3.52 0.093
H -0.31 3.29 -0.12 0.103
H -3.66 -1.23 -0.81 0.123
H 0.69 -2.04 -3.13 0.137
H 0.47 4.87 1.85 0.102
H 2.86 -4.06 -4.09 0.089
H 1.62 -5.07 -5.29 0.104
H -4.43 3.53 1.98 0.110
H 6.24 -2.95 -4.83 0.121
H 4.87 0.20 -6.15 0.108
H -1.02 -0.86 4.01 0.104
H 4.49 -3.08 -4.95 0.107
H 0.60 4.05 4.01 0.106
H 1.37 3.37 1.53 0.095
H -4.33 0.17 -2.77 0.081
H 5.29 -5.83 -2.08 0.131
H -1.99 -0.62 -0.94 0.114
H 4.40 -0.26 -1.47 0.124
H 8.91 -0.06 -4.62 0.110
H 8.04 -4.27 -3.94 0.101
H -4.99 2.52 0.62 0.105
H 1.62 2.04 4.16 0.096
H -0.98 2.26 1.14 0.104
H 8.00 -0.52 -2.35 0.121
H 2.80 -1.86 -1.89 0.164
H 6.53 -5.13 -5.69 0.110
H 4.83 -5.04 -6.17 0.111
H -2.84 2.90 -0.55 0.092
H 8.62 -4.18 -2.26 0.106
H -1.37 -2.05 -4.42 0.106
H -2.87 -3.06 -6.15 0.118
H -1.68 5.16 0.50 0.104
H -3.71 4.42 -0.23 0.096
H 7.34 0.30 -6.54 0.107
H 7.63 -5.57 -2.79 0.097
H 3.72 -5.37 -2.77 0.109
H 0.87 1.38 2.70 0.100
H -0.86 1.76 5.19 0.111
H -3.28 -0.43 3.58 0.101
H 3.99 -0.23 -3.87 0.113
H -2.92 0.57 5.03 0.114
```



The following is a quantum chemistry calculation of a structure of composition C39H53MoN5P2, from the OMol25 dataset.

Charge: +2
HOMO energy (alpha / beta): -0.45738 / -0.47207 Ha
<S²>: 2.0084
Energy above the lowest of the compared OMol25 structures with the same formula, charge and spin: 0.0 kcal/mol
Orbital gap (alpha / beta): 6.7913 / 6.2905 eV
Maximum force: 0.0718 Eh/bohr
Molecular weight: 749.8 g mol⁻¹
Spin multiplicity: 3

Structure (XYZ):
```
100
Properties=species:S:1:pos:R:3:lowdin_charge:R:1
Mo -2.48 0.28 -2.27 1.446
P 0.78 1.30 -0.07 1.136
P -0.97 -0.88 2.37 0.980
N -2.17 -2.06 2.64 -0.182
N -0.31 -0.69 3.95 -0.199
N -0.31 0.90 -1.99 -0.204
N 2.33 0.70 0.35 -0.170
N 1.24 2.87 -0.58 -0.210
C -0.43 -0.27 -2.81 -0.316
C 3.33 -0.12 2.45 -0.020
C -3.33 -1.58 -2.13 -0.340
C 2.41 4.41 -1.78 -0.043
C -1.58 0.71 1.89 -0.239
C 0.55 4.10 -0.50 -0.137
C 2.45 -1.93 -3.85 -0.031
C -4.10 0.73 -3.44 -0.304
C 2.93 1.14 1.67 -0.561
C -4.79 1.40 -0.98 -0.209
C -4.43 -1.78 -3.13 -0.194
C 6.49 -1.89 -0.92 -0.035
C -0.85 0.05 5.02 -0.117
C 0.26 -1.64 1.37 -0.132
C -4.05 1.61 -2.29 -0.315
C -4.80 -0.07 -0.56 -0.202
C 1.87 1.89 2.47 -0.055
C -2.18 -3.26 1.90 -0.135
C 5.08 -1.42 -1.18 -0.238
C 2.36 3.08 -1.42 -0.101
C -0.77 1.68 0.94 -0.269
C -3.52 -0.81 -0.92 -0.355
C -0.91 1.56 -4.11 -0.047
C 3.12 -1.42 -2.61 -0.244
C 1.27 5.06 -1.20 -0.044
C 4.42 -1.86 -2.33 0.003
C -3.28 -3.63 3.83 -0.039
C -0.83 1.96 -2.76 -0.210
C 2.53 -0.49 -1.77 -0.035
C -0.16 -0.29 6.18 -0.036
C -5.06 -0.44 -3.59 -0.175
C -2.83 -4.22 2.62 -0.045
C 4.10 2.08 1.38 -0.013
C 3.12 -0.08 -0.57 -0.242
C 4.44 -0.52 -0.32 -0.008
C -2.88 -2.31 3.85 -0.078
C 0.67 -1.55 4.48 -0.119
C -0.74 0.15 -4.14 -0.084
C 0.79 -1.29 5.83 -0.039
H 7.20 -1.42 -1.62 0.097
H -1.87 1.24 2.82 0.105
H 1.17 -2.28 3.87 0.108
H -5.24 -0.54 -4.67 0.114
H -6.04 -0.25 -3.14 0.121
H 1.58 -0.06 -2.07 0.052
H -3.83 -4.14 4.61 0.116
H 3.02 2.26 -1.68 0.111
H 2.45 -0.54 2.96 0.048
H 6.58 -2.97 -1.07 0.092
H -4.02 -2.28 -4.01 0.112
H -2.62 -2.41 -2.03 0.104
H 4.08 0.13 3.21 0.111
H -0.06 -1.27 -2.53 0.118
H 3.74 2.99 0.88 0.085
H 1.12 -0.99 1.20 0.032
H 1.39 -1.66 -3.91 0.041
H -0.19 -1.95 0.42 0.071
H 3.15 4.89 -2.41 0.112
H -0.91 2.96 -2.38 0.111
H 2.51 -3.02 -3.91 0.098
H -4.94 -0.12 0.53 0.109
H 0.58 -2.57 1.87 0.087
H 4.87 1.63 0.74 0.076
H -5.81 1.80 -1.03 0.122
H 0.98 1.26 2.68 0.052
H -3.76 2.65 -2.51 0.112
H 5.01 -0.20 0.56 0.100
H 4.57 2.35 2.33 0.106
H -1.69 -3.29 0.93 0.099
H -5.70 -0.56 -0.96 0.116
H -0.34 0.10 7.16 0.113
H -2.55 0.49 1.40 0.079
H -3.01 -1.53 4.58 0.112
H -1.66 0.75 4.87 0.106
H 3.73 -0.91 1.82 0.074
H -0.62 2.63 1.49 0.082
H -2.99 -1.20 -0.04 0.071
H -3.86 1.22 -4.40 0.121
H 2.93 -1.53 -4.75 0.102
H 1.46 -1.79 6.52 0.115
H 6.82 -1.65 0.10 0.083
H -0.86 2.21 -4.97 0.133
H -0.65 -0.47 -5.02 0.127
H 1.01 6.10 -1.30 0.108
H -4.29 2.01 -0.21 0.099
H -2.96 -5.24 2.31 0.114
H 2.29 2.15 3.45 0.123
H -1.49 1.93 0.14 0.065
H 4.93 -2.53 -3.04 0.139
H 1.57 2.83 1.99 0.081
H -5.20 -2.50 -2.78 0.122
H -0.36 4.19 0.05 0.099
```